No. 1
C3H15NO3 | ωB97M-V/def2-TZVPD

Last column: Löwdin charge in e.
Atoms and positions in Å:
C1 0.9617 0.1019 0.3096  -0.1219
C2 1.7972 0.8615 -0.7193  -0.2640
C3 1.3605 0.6821 -2.1668  -0.2983
N1 1.0225 1.9948 -2.7468  -0.0256
H1 -0.0609 0.5042 0.2894  0.0711
H2 1.2482 0.1433 1.3485  0.0587
H3 0.8793 -0.9548 0.0449  0.0595
H4 1.7725 1.9205 -0.4391  0.1015
H5 2.8356 0.5828 -0.5810  0.0942
H6 0.5440 -0.0263 -2.2428  0.0931
H7 2.2025 0.2707 -2.7258  0.1042
H8 0.2486 2.3691 -2.1877  0.0669
H9 0.6855 1.8826 -3.7010  0.0597
O1 -0.9005 -2.8814 -1.5252  -0.0702
H10 -0.2576 -3.6053 -1.5276  0.0434
H11 -1.7317 -3.3204 -1.7405  0.0352
O2 -1.6797 1.8597 6.4773  -0.0660
H12 -1.1525 1.4738 5.7631  0.0349
H13 -1.0220 2.1428 7.1222  0.0311
O3 -3.1621 -2.3185 0.3217  -0.0694
H14 -3.3722 -1.4104 0.0774  0.0353
H15 -2.2189 -2.2725 0.5497  0.0265

Total charge: 0
Kohn-Sham gap (eV): 9.83
Energy relative to the best compared isomer or geometry (same formula, charge and spin) (eV): 1.067
HOMO energy (eV): -9.2855
Largest force on an atom (eV Å⁻¹): 1.35

=====

No. 2
C13H23NO6 | ωB97M-V/def2-TZVPD

Last column: Löwdin charge in e.
Atoms and positions in Å:
C1 -3.8269 0.5376 -0.1217  -0.0641
C2 -3.2755 0.8063 1.2859  -0.3590
C3 -2.5379 2.1608 1.4866  -0.0834
C4 -1.1388 2.3359 0.8524  -0.6680
O1 -0.1223 2.1105 1.5953  -0.0939
O2 -1.0234 2.6214 -0.3602  -0.0530
C5 -2.5174 -0.4103 1.8225  -0.0559
C6 -1.1775 -0.8589 1.1921  -0.4339
O3 -0.4913 -1.4395 1.9917  0.0942
O4 -0.9053 -0.7805 -0.1252  0.0288
C7 0.3952 -1.2004 -0.6169  -0.2204
C8 -0.0071 -2.0711 -1.8402  -0.0029
C9 1.1521 -2.9094 -2.3958  -0.4622
O5 2.3287 -2.5519 -2.2512  0.0613
O6 0.8305 -4.0509 -3.0144  0.1394
C10 1.1736 0.0809 -0.9697  -0.0499
N1 2.3140 0.4839 -0.0930  -0.3290
C11 2.1119 0.2539 1.3678  0.0006
C12 2.3000 1.9317 -0.2040  -0.0391
C13 3.5687 -0.1737 -0.5671  0.0180
H1 -3.0544 0.5964 -0.8395  0.0516
H2 -4.6209 1.2603 -0.3602  0.0842
H3 -4.2774 -0.4590 -0.1373  0.0769
H4 -4.1804 0.8676 1.9205  0.1329
H5 -3.2108 2.9322 1.0764  0.1130
H6 -2.4874 2.3861 2.5782  0.1191
H7 -2.3495 -0.2085 2.8652  0.1235
H8 -3.1579 -1.2600 1.7745  0.1132
H9 0.9623 -1.7625 0.1238  0.1453
H10 -0.7720 -2.7898 -1.4654  0.1488
H11 -0.4355 -1.4648 -2.6509  0.1493
H12 1.6703 -4.3508 -3.3587  0.1213
H13 1.5106 -0.0429 -2.0207  0.1528
H14 0.4659 0.9108 -0.9870  0.1197
H15 1.0958 0.3744 1.6784  0.0619
H16 2.7654 0.9023 1.9806  0.1230
H17 2.3780 -0.8069 1.5636  0.1157
H18 1.2837 2.3107 -0.1361  0.0743
H19 2.6949 2.2393 -1.1682  0.1095
H20 2.9321 2.4451 0.5480  0.1249
H21 3.3725 -1.2154 -0.7465  0.0750
H22 4.3459 -0.0565 0.2203  0.1195
H23 3.9174 0.3154 -1.4936  0.1170

Total charge: 0
Kohn-Sham gap (eV): 7.99
Energy relative to the best compared isomer or geometry (same formula, charge and spin) (eV): 0.224
HOMO energy (eV): -7.7845
Largest force on an atom (eV Å⁻¹): 3.08

=====

No. 3
C3H5BO4 | ωB97M-V/def2-TZVPD

Last column: Löwdin charge in e.
Atoms and positions in Å:
B1 -1.2719 0.8378 0.0627  -0.8187
C1 1.6777 -1.5005 0.4051  -0.0217
C2 1.9033 -0.8212 -0.6786  -0.0816
C3 0.1290 0.0844 0.2009  -0.1271
O1 0.6023 -0.8408 1.0783  0.0815
O2 0.9956 0.1855 -0.8122  0.0786
O3 -1.3834 1.8131 -0.9161  0.1265
O4 -1.8988 0.9776 1.2607  0.1666
H1 2.0394 -2.4708 0.6888  0.1319
H2 2.6352 -1.1197 -1.4692  0.1588
H3 -1.3994 -0.5651 -0.7414  0.1969
H4 -1.2510 2.5921 -0.4480  0.0593
H5 -2.7782 0.8277 1.3692  0.0489

Total charge: 0
Kohn-Sham gap (eV): 9.25
Energy relative to the best compared isomer or geometry (same formula, charge and spin) (eV): 1.359
HOMO energy (eV): -8.7398
Largest force on an atom (eV Å⁻¹): 3.76

=====

No. 4
C18H17BrO2 | ωB97M-V/def2-TZVPD

Last column: Löwdin charge in e.
Atoms and positions in Å:
O1 -3.5117 -2.4199 1.4861  0.1081
C1 -2.9766 -1.8312 0.5750  -0.3496
C2 -2.7511 -2.5560 -0.7599  -0.0991
O2 -1.7975 -1.9869 -1.6268  -0.0505
C3 -0.5563 -1.7036 -1.1475  -0.2805
C4 0.2183 -0.8523 -1.9376  -0.0004
C5 1.4648 -0.4443 -1.5161  -0.1225
C6 1.9474 -0.8959 -0.2986  -0.6908
Br1 3.6398 -0.2832 0.3220  0.7109
C7 1.2131 -1.7722 0.4776  -0.1128
C8 -0.0382 -2.1806 0.0527  -0.0091
C9 -2.4458 -0.4601 0.6872  -0.1642
C10 -1.8427 -0.0921 1.8909  -0.0096
C11 -1.1937 1.1182 1.9895  -0.0148
C12 -1.1400 1.9987 0.9123  -0.1568
C13 -1.7949 1.6633 -0.2730  -0.1540
C14 -2.4434 0.4414 -0.3720  0.0222
C15 -1.8148 2.5980 -1.4507  -0.1442
C16 -0.6785 3.6123 -1.3949  -0.1949
C17 -0.6788 4.2913 -0.0314  -0.1953
C18 -0.3448 3.2659 1.0462  -0.1441
H1 -3.6924 -2.5372 -1.3199  0.1455
H2 -2.5186 -3.6064 -0.5366  0.1412
H3 -0.1873 -0.5076 -2.8751  0.1231
H4 2.0541 0.2279 -2.1205  0.1024
H5 1.6072 -2.1304 1.4160  0.1060
H6 -0.6036 -2.8569 0.6740  0.1229
H7 -1.8670 -0.7815 2.7210  0.1222
H8 -0.7039 1.3893 2.9137  0.1167
H9 -2.9510 0.1927 -1.2925  0.1333
H10 -1.7641 2.0189 -2.3753  0.1138
H11 -2.7722 3.1301 -1.4536  0.1256
H12 -0.8008 4.3490 -2.1908  0.1102
H13 0.2761 3.1039 -1.5474  0.1153
H14 0.0510 5.1023 -0.0057  0.1101
H15 -1.6652 4.7198 0.1590  0.1182
H16 -0.5018 3.6924 2.0396  0.1189
H17 0.7164 3.0023 0.9752  0.1267

Total charge: 0
Kohn-Sham gap (eV): 8.69
HOMO energy (eV): -8.4956
Largest force on an atom (eV Å⁻¹): 0.71

=====

No. 5
C4H5N3O | ωB97M-V/def2-TZVPD

Last column: Löwdin charge in e.
Atoms and positions in Å:
C1 -2.6888 0.3738 0.2433  -0.0010
C2 -0.4085 -0.3756 -0.2545  -0.5058
C3 0.7223 -1.3360 -0.1117  -0.0001
C4 1.0995 1.4028 -0.0858  -0.1172
H1 -2.4167 1.6488 -0.0989  0.1675
H2 -3.4041 -0.2650 -0.2992  0.0595
H3 -2.8505 0.3947 1.5467  0.1498
H4 0.7725 -2.3212 0.2648  0.0908
H5 1.2084 2.6045 0.2188  0.1671
N1 1.9323 -0.8314 0.1741  0.0027
N2 2.0752 0.4917 0.2237  -0.0473
N3 -0.1294 0.8240 -0.3532  0.0955
O1 -1.6004 -0.7302 -0.0866  -0.0614

Total charge: 0
Kohn-Sham gap (eV): 8.99
Energy relative to the best compared isomer or geometry (same formula, charge and spin) (eV): 6.256
HOMO energy (eV): -8.7925
Largest force on an atom (eV Å⁻¹): 7.52

=====

No. 6
C14H17FN5O2 | ωB97M-V/def2-TZVPD

Last column: Löwdin charge in e.
Atoms and positions in Å:
O1 4.6259 0.1323 3.7111  0.1255
C1 4.0440 1.0389 3.0770  -0.3477
O2 4.6963 2.2641 2.6763  0.0523
C2 2.4981 0.9273 2.5948  -0.0023
C3 1.9077 -0.3117 1.8544  0.0859
C4 0.4013 -0.2169 1.4441  0.0557
N1 -0.3800 0.9832 1.7157  0.1343
C5 0.1442 2.1425 2.4045  -0.0948
F1 -0.6947 3.2653 2.6433  0.0529
C6 1.6303 2.2108 2.9036  0.1066
H1 4.3691 2.3787 1.7417  0.1306
H2 2.5803 -1.2065 1.6510  0.1316
H3 -0.0413 -1.1473 0.9222  0.1173
H4 -1.3614 1.0030 1.4019  0.1769
H5 2.0511 3.1382 3.4215  0.1452
C7 -1.4141 2.9931 6.0609  -0.0582
C8 -0.2740 2.0458 5.8254  -0.2355
N2 0.6263 1.2975 5.6394  0.1283
H6 -1.1407 3.9941 5.7229  0.0808
H7 -2.2945 2.6587 5.5094  0.0802
H8 -1.6526 3.0289 7.1251  0.0865
C9 0.7960 -3.7252 -1.2287  -0.0783
C10 -0.2720 -2.6757 -1.3374  -0.2811
N3 -1.1226 -1.8520 -1.4105  0.0998
H9 0.3447 -4.6893 -0.9860  0.0843
H10 1.3295 -3.8090 -2.1747  0.0366
H11 1.5037 -3.4550 -0.4426  0.0692
C11 -0.0868 -0.5056 -5.1773  -0.0698
C12 0.6654 -1.5056 -4.3502  -0.1997
N4 1.2591 -2.2947 -3.6974  0.1191
H12 -0.7996 -1.0188 -5.8223  0.0358
H13 -0.6277 0.1830 -4.5261  0.0783
H14 0.6092 0.0623 -5.7969  0.0862
C13 -4.2966 -1.4860 -5.2051  -0.0565
C14 -3.3883 -0.7136 -6.1159  -0.2352
N5 -2.6715 -0.1037 -6.8350  0.1229
H15 -4.7756 -2.2954 -5.7584  0.0824
H16 -3.7216 -1.9098 -4.3796  0.0736
H17 -5.0661 -0.8258 -4.8016  0.0804

Total charge: +1
Kohn-Sham gap (eV): 8.01
HOMO energy (eV): -13.4653
Largest force on an atom (eV Å⁻¹): 5.68

=====

No. 7
C31H46BrN3NiOP2 | ωB97M-V/def2-TZVPD

Last column: Löwdin spin population.
Atoms and positions in Å:
N1 -5.9078 -1.8886 4.2605  0.0848
C1 -5.0556 -0.9750 4.7333  -0.0157
C2 -4.7944 0.2274 4.0631  0.0758
C3 -5.4031 0.4546 2.8024  0.0265
C4 -6.3442 -0.4989 2.3479  0.0796
C5 -6.5453 -1.6564 3.1103  -0.0147
C6 -5.0063 1.5707 1.9790  0.2613
Ni1 -0.7258 1.0023 -2.7089  0.0134
P1 3.9887 -0.2538 -1.6068  0.5902
C7 -5.3832 1.7057 0.6613  0.0960
C8 -4.4237 1.9931 -0.3704  0.0763
C9 -4.6741 1.6335 -1.7148  0.0614
C10 -3.6174 1.4469 -2.6145  0.0164
C11 -2.3319 1.5685 -2.0840  0.1298
C12 -2.0555 2.2177 -0.8735  0.0073
C13 -3.1182 2.4202 0.0137  0.0612
Br1 1.1148 0.8517 -3.9135  0.0163
H1 -4.3418 2.3054 2.4387  0.0094
H2 -6.4007 1.5616 0.3491  0.0046
H3 -4.1062 0.9476 4.4905  0.0028
H4 -6.8891 -0.3825 1.4098  0.0029
H5 -4.5377 -1.2019 5.6635  -0.0022
H6 -7.2222 -2.4289 2.7471  -0.0022
H7 -5.7115 1.4347 -2.0104  0.0016
H8 -2.9750 2.8366 0.9946  0.0013
H9 -3.7635 1.1637 -3.6573  -0.0003
H10 -1.0207 2.4517 -0.6190  -0.0005
P2 -0.8607 -0.9542 -1.3445  0.0103
C14 4.0585 1.5918 -1.4463  0.0691
C15 5.2351 2.4405 -1.9200  0.0307
H11 3.8711 1.7773 -0.3754  0.0011
H12 3.1441 1.9141 -1.9854  0.0017
H13 5.4633 3.2021 -1.1707  0.0040
H14 6.1520 1.8790 -2.1027  0.0006
H15 4.9851 2.9697 -2.8438  0.0022
C16 4.2626 -0.6495 -3.4000  0.0700
C17 4.9030 0.3528 -4.3512  0.0233
H16 3.2314 -0.8424 -3.7463  0.0092
H17 4.8213 -1.5938 -3.4102  0.0013
H18 4.7735 -0.0148 -5.3694  0.0043
H19 4.4112 1.3328 -4.3052  0.0010
H20 5.9858 0.4844 -4.1992  0.0007
C18 5.3991 -0.9505 -0.6802  0.0796
C19 6.8216 -0.6646 -1.1370  0.0354
H21 5.2312 -2.0387 -0.6920  0.0028
H22 5.2594 -0.6423 0.3650  0.0000
H23 7.4753 -1.4568 -0.7499  0.0062
H24 6.9232 -0.6604 -2.2260  0.0008
H25 7.2018 0.2840 -0.7400  0.0008
C20 0.1910 -2.0812 -0.3253  0.0034
C21 1.4032 -2.7748 -0.9539  0.0194
H26 -0.4611 -2.8721 0.0846  0.0005
H27 0.5260 -1.4880 0.5347  0.0000
H28 1.1998 -3.8524 -1.0920  0.0018
H29 1.7158 -2.3515 -1.9143  0.0081
H30 2.2707 -2.6930 -0.2776  0.0051
C22 -1.1022 -2.0758 -2.7753  0.0016
C23 -1.7206 -1.4966 -4.0380  -0.0005
H31 -1.6765 -2.9321 -2.3991  0.0004
H32 -0.0945 -2.4405 -3.0087  0.0000
H33 -2.0689 -2.3333 -4.6670  0.0000
H34 -2.5649 -0.8232 -3.8342  -0.0001
H35 -0.9622 -0.9345 -4.6149  -0.0003
C24 -2.4480 -1.0545 -0.3965  -0.0006
C25 -2.3921 -1.3574 1.0997  -0.0002
H36 -3.0974 -1.7620 -0.9284  0.0001
H37 -2.9249 -0.0739 -0.5122  0.0008
H38 -3.4179 -1.3917 1.4977  -0.0002
H39 -1.9103 -2.3192 1.3213  0.0001
H40 -1.8585 -0.5675 1.6453  0.0000
N2 2.1040 -0.2565 5.7914  0.0000
C26 1.4971 0.8821 5.3225  0.0001
O1 1.1645 1.7991 6.0613  0.0001
C27 1.3167 0.9538 3.8352  0.0003
C28 2.0250 0.1403 2.9451  0.0008
C29 1.7592 0.2798 1.5722  0.0080
N3 0.7663 1.0454 1.0827  0.0005
C30 0.1338 1.8648 1.9337  0.0001
C31 0.4139 1.8890 3.3046  -0.0002
H41 2.1224 -0.3874 6.7907  0.0000
H42 2.1436 -1.0971 5.2337  0.0000
H43 2.7742 -0.5770 3.2857  0.0000
H44 2.3702 -0.2768 0.8518  0.0126
H45 -0.6179 2.5417 1.5270  -0.0001
H46 -0.0766 2.6059 3.9556  0.0000

Total charge: +2
Kohn-Sham gap (alpha / beta) (eV): 6.98 / 5.63
Energy relative to the best compared isomer or geometry (same formula, charge and spin) (eV): 3.499
HOMO energy (alpha / beta) (eV): -13.5325 / -14.1037
Largest force on an atom (eV Å⁻¹): 3.78
2S+1: 3
⟨S²⟩: 2.063

=====

No. 8
C5H6O | ωB97M-V/def2-TZVPD

Last column: Löwdin charge in e.
Atoms and positions in Å:
O1 2.7284 -0.3617 -0.0802  0.0274
C1 1.5014 -0.3250 -0.0029  -0.5594
C2 0.6044 -1.4240 -0.1535  0.1585
C3 -1.7059 0.2762 0.1445  0.0179
C4 -0.6508 1.1034 0.2526  -0.1761
C5 0.7008 0.8643 -0.1603  0.0287
H1 -0.2044 -1.6230 0.5391  0.0636
H2 0.8400 -2.1684 -0.9082  0.0879
H3 -1.6644 -0.5877 -0.5102  0.0561
H4 -2.6205 0.4606 0.7036  0.0655
H5 -0.8123 2.0766 0.7178  0.1071
H6 1.2832 1.7088 -0.5424  0.1227

Total charge: 0
Kohn-Sham gap (alpha / beta) (eV): 7.80 / 7.94
Energy relative to the best compared isomer or geometry (same formula, charge and spin) (eV): 3.657
HOMO energy (alpha / beta) (eV): -9.0305 / -8.6676
Largest force on an atom (eV Å⁻¹): 1.10